[1]
{"formula": "C6H8O3", "method": "the ωB97M-V functional and the def2-TZVPD basis", "e_homo_ev": -9.969, "e_above_lowest_kcal_mol": 0.1, "gap_ev": 10.316, "largest_force_ha_per_bohr": 0.0131, "symbols": ["C", "C", "H", "C", "O", "C", "H", "H", "O", "H", "H", "C", "C", "H", "H", "O", "H"], "xyz": [[2.311, 0.519, 0.197], [-0.168, -0.128, 0.073], [4.041, 0.940, -0.500], [-2.683, -0.575, -0.169], [3.115, 1.198, -0.632], [0.881, 0.955, 0.032], [1.092, -1.780, 0.393], [-0.688, -2.164, 0.271], [-1.741, 1.609, -0.161], [-2.752, -1.135, 0.761], [0.658, 1.665, 0.836], [0.089, -1.421, 0.246], [-1.549, 0.415, -0.093], [-3.613, -0.036, -0.330], [-2.522, -1.273, -0.986], [2.735, -0.301, 0.968], [0.792, 1.512, -0.904]], "forces_ev_per_angstrom": [[0.0, -0.2, 0.1], [0.5, 0.2, 0.0], [-0.2, -0.1, 0.2], [-0.2, 0.2, 0.0], [0.2, 0.4, -0.5], [0.0, 0.0, -0.1], [0.2, 0.0, 0.0], [-0.3, -0.1, 0.0], [0.1, 0.0, 0.0], [0.0, -0.1, 0.1], [0.1, 0.0, -0.1], [-0.1, 0.1, 0.0], [-0.3, -0.4, 0.0], [0.0, 0.0, 0.0], [0.0, -0.1, 0.0], [0.0, -0.1, 0.2], [0.0, 0.0, 0.2]]}



[2]
{"formula": "C39H35ClCuN2Si2", "method": "the ωB97M-V functional and the def2-TZVPD basis", "e_homo_ev": [-6.198, -6.609], "e_above_lowest_kcal_mol": 0.0, "spin_multiplicity": 2, "gap_ev": [5.715, 5.805], "largest_force_ha_per_bohr": 0.0375, "s_squared": 0.7570, "symbols": ["C", "C", "H", "C", "C", "C", "H", "C", "H", "H", "H", "C", "H", "H", "C", "C", "Si", "C", "C", "Si", "H", "C", "N", "C", "H", "C", "H", "C", "H", "H", "H", "C", "C", "H", "C", "C", "Cu", "C", "H", "H", "H", "H", "C", "C", "C", "H", "C", "C", "C", "C", "H", "H", "H", "H", "C", "C", "H", "C", "H", "H", "H", "C", "C", "H", "H", "C", "N", "C", "Cl", "C", "C", "H", "H", "H", "C", "C", "C", "H", "H", "H"], "xyz": [[-2.216, -5.100, 2.878], [-0.397, -5.111, 1.295], [-3.846, -4.259, -3.430], [0.819, 1.256, 2.081], [2.750, 0.700, 3.425], [-4.392, -0.932, -2.968], [-0.873, -6.776, 2.595], [-7.892, -3.280, 0.707], [-2.780, -5.585, 3.674], [-9.320, -5.829, -1.098], [-8.341, -1.191, 0.436], [-3.413, -1.925, -0.962], [-10.268, -3.890, -2.351], [2.730, 0.913, -0.995], [-1.926, -3.217, 1.376], [-0.730, 4.466, 0.774], [-2.549, -1.625, 0.655], [-7.610, -4.722, 3.981], [-4.397, -2.183, -3.597], [-6.490, -2.986, 1.890], [-7.874, -5.455, 0.878], [-0.763, -3.827, 0.890], [0.630, -0.059, 1.785], [-7.598, -5.925, 4.701], [1.988, 2.710, 3.143], [-0.060, 2.227, 1.408], [0.572, 2.027, -2.110], [2.585, -0.636, 3.055], [-5.309, -3.158, 1.001], [-8.393, -6.140, 5.417], [-4.882, -5.280, 2.011], [-8.254, -4.591, 0.324], [0.094, 3.622, 1.525], [-1.378, 0.123, -2.313], [-5.628, -5.438, 2.796], [1.526, -0.972, 2.204], [-0.777, -0.272, 0.269], [0.149, -1.215, -1.312], [0.870, 3.992, 2.191], [-2.324, 4.511, -0.719], [-3.026, -4.049, -1.095], [-8.410, -4.000, 4.146], [-5.607, -6.629, 3.528], [1.770, 0.421, -1.149], [1.873, 1.652, 2.920], [3.245, -1.437, 3.394], [0.632, 1.007, -1.748], [-9.643, -3.729, -1.471], [-9.409, -2.433, -0.999], [-9.094, -4.814, -0.774], [2.147, -1.620, -0.332], [-0.627, 5.546, 0.887], [-4.813, -2.285, -4.600], [0.452, -5.606, 0.823], [-6.599, -4.451, 3.041], [-3.402, -3.171, -1.613], [-4.827, -7.369, 3.326], [-8.533, -2.205, 0.076], [-3.478, -3.340, 2.869], [-9.900, -1.585, -1.482], [-0.261, -2.206, -1.488], [-1.133, -5.761, 2.287], [-3.969, -0.823, -1.636], [-2.286, 2.053, -1.045], [1.402, -2.000, 1.853], [-0.407, 0.025, -1.824], [-0.992, 1.717, 0.562], [-2.617, -3.840, 2.425], [-3.645, -0.612, 2.060], [-6.590, -6.872, 4.494], [-1.646, 3.903, -0.119], [-6.228, -1.653, 2.542], [-6.569, -7.802, 5.067], [3.558, 0.992, 4.096], [-3.871, -3.290, -2.927], [-1.687, 2.519, -0.261], [1.471, -0.922, -0.835], [-0.123, -3.298, 0.189], [-4.055, 0.130, -1.124], [-4.739, -0.047, -3.508]], "forces_ev_per_angstrom": [[0.0, 0.0, 0.0], [-0.1, 0.0, 0.1], [-0.1, 0.3, 0.2], [0.8, -1.5, 0.7], [-0.1, -0.3, 0.0], [-0.2, -0.2, 0.4], [0.0, 0.3, 0.0], [-1.0, 0.3, -0.3], [0.1, 0.1, -0.1], [0.1, 0.2, 0.1], [-0.1, -0.2, -0.3], [-0.9, -0.1, -0.3], [0.1, 0.0, 0.3], [-0.3, -0.1, 0.1], [-0.1, -0.3, 0.7], [0.2, -0.4, 0.3], [1.3, 0.1, -0.6], [0.4, -0.3, 0.0], [0.3, 0.2, 0.2], [0.4, -0.1, -0.1], [0.0, 0.3, -0.2], [0.0, -0.3, 0.0], [0.9, 0.7, 0.6], [0.0, 0.1, -0.2], [0.2, -0.3, 0.1], [-1.4, 0.9, -0.9], [-0.1, -0.1, 0.1], [-0.3, -0.1, -0.3], [0.1, -0.1, 0.3], [0.2, 0.1, -0.1], [-0.2, 0.0, 0.4], [0.0, 0.2, -0.2], [-0.1, -0.6, -0.2], [0.4, -0.1, 0.1], [-0.1, -0.3, 0.3], [-0.2, 0.8, 0.5], [-0.2, -0.3, 0.4], [0.3, 0.2, 0.0], [-0.3, 0.2, -0.3], [0.4, -0.1, 0.1], [0.1, 0.1, -0.1], [0.2, -0.2, 0.0], [-0.2, 0.0, 0.0], [-0.2, -0.6, 0.1], [-0.4, 0.0, -0.3], [-0.1, 0.4, 0.0], [-0.7, -0.9, -0.3], [0.2, 0.1, 0.5], [0.1, 0.1, 0.0], [0.1, 0.4, 0.1], [-0.3, 0.2, -0.4], [-0.1, -0.3, -0.1], [0.3, 0.0, 0.2], [-0.1, 0.2, 0.2], [0.4, -0.4, 0.1], [0.0, 0.5, -0.4], [-0.3, 0.2, 0.1], [-0.3, -0.5, -0.4], [0.2, -0.2, -0.1], [0.2, -0.3, 0.1], [0.0, 0.3, 0.0], [-0.2, 0.2, 0.0], [0.2, -0.4, -0.7], [0.1, 0.0, 0.4], [-0.2, 0.4, 0.2], [1.3, 0.4, -1.0], [0.5, 1.0, 0.2], [0.3, -0.4, -0.2], [-0.6, 0.3, 0.4], [0.2, 0.2, -0.3], [0.1, 0.0, -0.1], [-0.8, -0.4, -0.2], [-0.1, 0.3, -0.2], [-0.2, -0.1, -0.2], [-0.2, 0.0, 0.1], [0.2, 0.3, 1.1], [0.3, 0.0, -0.9], [-0.3, -0.1, 0.0], [0.2, 0.1, 0.0], [-0.1, -0.3, 0.2]]}